No. 1
Here is a structure of composition C20H36BN10O3P2ReSe at a distorted geometry from the Open Molecules 2025 dataset. Energies are from ωB97M-V/def2-TZVPD.

Each line ends with the Löwdin charge.
Element x y z (Å)
Re: -1.13 1.49 0.41  1.439
C: -2.25 -1.62 -3.69  -0.013
N: -1.67 -1.70 -2.36  -0.144
C: -3.54 -3.23 -1.52  0.007
P: -0.17 -0.59 -0.26  0.935
O: -2.94 -0.66 -0.27  -0.133
O: 1.35 -0.31 -0.69  -0.363
P: 1.67 1.22 -1.42  0.568
O: 0.58 2.09 -0.87  -0.422
N: 1.46 0.84 -3.00  -0.302
C: 1.28 2.02 -3.89  -0.044
C: 2.13 -0.30 -3.64  -0.065
N: 3.14 1.67 -0.96  -0.273
C: 4.37 1.31 -1.68  -0.028
C: 3.36 2.34 0.33  -0.042
N: -0.03 -2.42 -0.05  -0.279
C: 0.80 -3.08 -1.09  0.002
C: 0.54 -2.74 1.30  0.005
H: -2.27 -2.62 -4.14  0.107
H: -1.64 -0.97 -4.32  0.093
H: -3.27 -1.23 -3.68  0.108
H: -3.85 -3.56 -2.51  0.096
H: -4.16 -2.39 -1.22  0.090
H: -3.71 -4.06 -0.83  0.104
H: 0.66 2.76 -3.40  0.086
H: 0.79 1.68 -4.80  0.105
H: 2.23 2.47 -4.16  0.103
H: 2.46 -1.02 -2.90  0.080
H: 2.98 0.02 -4.24  0.098
H: 1.42 -0.78 -4.32  0.100
H: 4.14 0.88 -2.65  0.068
H: 4.95 0.60 -1.10  0.108
H: 4.97 2.21 -1.83  0.110
H: 2.40 2.65 0.75  0.034
H: 3.98 3.22 0.17  0.115
H: 3.86 1.67 1.03  0.109
H: 0.49 -2.76 -2.09  0.099
H: 0.71 -4.16 -1.00  0.132
H: 1.84 -2.80 -0.94  0.108
H: -0.13 -2.38 2.08  0.064
H: 1.51 -2.26 1.40  0.111
H: 0.66 -3.82 1.40  0.129
B: -2.64 -1.48 1.95  -0.387
N: -3.11 -0.03 2.25  -0.023
C: -4.11 0.29 3.06  0.035
C: -4.26 1.69 3.11  0.036
C: -3.29 2.17 2.27  -0.076
N: -2.59 1.12 1.74  -0.150
N: -2.03 -1.46 0.52  -0.102
C: -1.53 -2.67 -0.11  -0.204
C: -2.04 -2.86 -1.54  -0.274
C: -1.24 -0.51 -1.76  -0.365
N: -2.20 0.30 -0.94  -0.150
H: -3.60 -2.20 1.96  0.107
H: -1.82 -1.84 2.74  0.080
H: -4.68 -0.47 3.57  0.161
H: -4.99 2.25 3.66  0.134
H: -3.06 3.19 2.01  0.118
H: -1.75 -3.56 0.48  0.183
H: -1.54 -3.74 -1.96  0.153
H: -0.78 0.15 -2.51  0.121
Se: 0.14 4.40 1.45  1.251
N: -0.05 2.61 1.78  -0.444
C: 0.81 2.28 2.76  -0.348
C: 0.97 1.00 3.33  -0.021
C: 1.94 0.84 4.29  -0.006
C: 2.76 1.92 4.72  -0.018
C: 2.61 3.18 4.22  0.035
C: 1.62 3.38 3.22  -0.352
N: 1.38 4.54 2.62  -0.190
H: 0.32 0.20 3.02  0.092
H: 2.07 -0.12 4.75  0.129
H: 3.50 1.74 5.48  0.131
H: 3.20 4.01 4.57  0.142

Results
energy above the lowest of the compared OMol25 structures with the same formula, charge and spin	166.01	kcal/mol
charge	+3
LUMO energy (spin up / spin down)	-11.224 / -10.956	eV
2S+1	2
orbital gap (spin up / spin down)	5.8 / 6.1	eV
highest occupied orbital energy (spin up / spin down)	-17.019 / -17.009	eV
largest force on an atom	0.039	hartree/bohr
calculated total energy	-4743.22202	Ha



No. 2
Here is the molecule C5H8O at a distorted geometry from the Open Molecules 2025 dataset. Energies are from ωB97M-V/def2-TZVPD.

Each line ends with the Löwdin charge.
Element x y z (Å)
C: -1.06 0.24 -0.44  -0.184
C: -0.38 -1.13 -0.62  -0.172
C: 0.76 -1.26 0.39  -0.135
O: 0.34 -0.65 1.63  -0.051
C: 0.92 0.35 0.89  -0.282
C: 0.05 1.19 0.01  -0.155
H: -1.57 0.59 -1.34  0.108
H: -1.79 0.18 0.37  0.112
H: 0.05 -1.26 -1.62  0.109
H: -1.10 -1.95 -0.49  0.114
H: 1.70 -0.59 0.12  0.140
H: 1.79 0.79 1.39  0.156
H: 0.63 1.57 -0.85  0.125
H: -0.32 2.05 0.57  0.116

Results
energy above the lowest of the compared OMol25 structures with the same formula, charge and spin	87.90	kcal/mol
LUMO energy	1.030	eV
orbital gap	9.4	eV
highest occupied orbital energy	-8.378	eV
largest force on an atom	0.033	hartree/bohr
SMILES	C1C[C@@H]2O[C@@H]2C1
calculated total energy	-270.41781	Ha



No. 3
Here is a cluster of 2 separate species, C5H10BNO3 in total at a distorted geometry from the Open Molecules 2025 dataset. Energies are from ωB97M-V/def2-TZVPD.

Each line ends with the Löwdin charge.
Element x y z (Å)
B: -0.70 -0.99 1.78  -0.484
C: -0.48 -0.44 -0.87  -0.411
C: 0.59 -0.21 0.00  -0.008
C: 0.53 1.30 0.22  -0.365
C: -0.74 -1.77 -1.66  0.014
C: 1.69 2.09 -0.41  -0.033
N: -1.16 0.64 -1.11  0.086
O: -0.63 1.74 -0.44  -0.084
O: -0.19 -1.59 2.83  0.214
O: -1.96 -0.70 1.58  0.236
H: 1.49 -0.72 0.11  0.098
H: 0.60 1.62 1.17  0.098
H: -1.37 -1.51 -2.48  0.065
H: -1.28 -2.38 -1.04  0.036
H: 0.27 -2.12 -2.12  0.122
H: 1.83 3.01 -0.02  0.016
H: 1.68 2.35 -1.59  0.142
H: 2.66 1.65 -0.28  0.065
H: -0.80 -1.68 3.60  0.146
H: -2.03 -0.29 0.76  0.045

Results
energy above the lowest of the compared OMol25 structures with the same formula, charge and spin	91.94	kcal/mol
LUMO energy	0.114	eV
orbital gap	7.9	eV
highest occupied orbital energy	-7.755	eV
largest force on an atom	0.098	hartree/bohr
calculated total energy	-501.77919	Ha



No. 4
Here is a structure of composition C19H22ClNPb at a distorted geometry from the Open Molecules 2025 dataset. Energies are from ωB97M-V/def2-TZVPD.

Each line ends with the Löwdin charge.
Element x y z (Å)
C: 0.68 -2.56 0.61  -0.229
C: 0.70 -2.59 -0.81  -0.242
C: -0.59 -2.16 -1.27  -0.309
H: 1.52 -2.93 -1.43  0.062
C: -1.39 -1.86 -0.11  -0.269
C: -0.60 -2.12 1.04  -0.232
H: -0.93 -2.03 2.08  0.060
H: 1.49 -2.90 1.26  0.054
H: -0.93 -2.09 -2.31  0.060
H: -2.43 -1.54 -0.11  0.061
Pb: 0.43 0.65 -1.24  1.131
Cl: -0.63 1.43 0.96  -0.262
C: 0.18 2.56 -3.38  -0.317
C: -1.05 1.91 -3.75  -0.258
C: -0.73 0.71 -4.44  -0.225
H: -2.05 2.32 -3.60  0.065
C: 0.69 0.60 -4.51  -0.224
C: 1.26 1.76 -3.90  -0.299
H: 2.31 2.05 -3.91  0.063
H: 0.29 3.51 -2.85  0.067
H: -1.44 0.03 -4.92  0.064
H: 1.25 -0.21 -4.99  0.068
C: 3.33 -0.03 4.34  -0.126
N: 3.16 0.73 3.14  -0.313
C: 3.19 2.16 3.26  -0.106
C: 2.48 0.16 1.98  -0.177
C: 3.30 0.35 0.72  -0.259
C: 4.70 0.24 0.88  -0.071
C: 5.56 0.48 -0.19  -0.137
C: 5.01 0.77 -1.45  -0.128
C: 3.61 0.79 -1.60  -0.173
C: 2.76 0.60 -0.53  -0.264
H: 4.09 0.46 4.98  0.066
H: 3.69 -1.04 4.10  0.075
H: 2.41 -0.13 4.94  0.071
H: 3.51 2.62 2.31  0.086
H: 2.21 2.59 3.55  0.080
H: 3.92 2.44 4.04  0.066
H: 2.33 -0.92 2.16  0.109
H: 1.48 0.63 1.86  0.020
H: 5.07 -0.02 1.87  0.097
H: 6.64 0.44 -0.05  0.075
H: 5.66 0.98 -2.31  0.078
H: 3.22 0.97 -2.60  0.042

Results
energy above the lowest of the compared OMol25 structures with the same formula, charge and spin	0.00	kcal/mol
charge	-2
LUMO energy	5.007	eV
orbital gap	5.3	eV
highest occupied orbital energy	-0.261	eV
largest force on an atom	0.034	hartree/bohr
calculated total energy	-1444.92899	Ha



No. 5
Here is a structure of composition C25H22N4O2S at a distorted geometry from the Open Molecules 2025 dataset. Energies are from ωB97M-V/def2-TZVPD.

Each line ends with the Löwdin charge.
Element x y z (Å)
C: 2.22 -7.36 -2.83  0.062
C: 2.00 -6.31 -1.73  -0.539
O: 2.66 -6.30 -0.77  0.100
N: 0.94 -5.60 -1.92  0.098
C: 0.54 -4.59 -1.24  -0.200
C: 1.08 -4.50 0.26  0.038
C: 0.69 -3.49 1.13  0.075
C: -0.60 -2.64 0.48  -0.123
C: -1.10 -2.87 -0.77  -0.078
C: -0.52 -3.77 -1.51  -0.081
H: -1.10 -4.08 -2.37  0.118
H: -1.93 -2.30 -1.11  0.104
N: -0.85 -1.50 1.24  0.066
C: -1.96 -0.63 1.27  -0.301
O: -2.74 -0.67 0.17  -0.056
C: -1.77 0.47 2.30  -0.040
C: -1.21 1.81 1.45  -0.372
C: -0.12 1.83 0.77  -0.200
N: -0.23 3.09 0.08  0.137
C: -1.03 3.80 0.43  -0.604
C: -1.18 5.12 -0.33  -0.168
C: -2.21 5.88 0.19  0.002
C: -2.32 7.24 -0.44  0.058
C: -1.14 7.58 -1.18  -0.224
N: -0.42 6.80 -1.75  0.049
C: -0.18 5.73 -1.07  -0.112
H: 0.87 5.10 -1.40  0.186
H: -1.33 8.61 -1.77  0.142
H: -2.97 7.89 -0.28  0.003
H: -2.98 5.72 0.71  0.007
S: -2.41 3.15 1.38  1.086
C: 0.78 0.77 0.43  -0.332
C: 1.06 0.34 -0.67  -0.022
C: 2.15 -0.66 -0.96  0.027
C: 2.81 -1.20 0.17  -0.236
C: 2.30 -0.70 1.60  -0.036
C: 1.41 0.31 1.50  -0.119
H: 1.42 0.70 2.88  0.231
H: 2.98 -1.09 2.36  0.097
C: 3.75 -2.39 0.14  -0.080
H: 4.59 -1.86 -0.68  0.148
H: 4.44 -2.56 1.15  0.130
H: 3.38 -3.27 -0.28  0.006
H: 2.40 -1.05 -1.92  0.093
H: 0.51 0.60 -1.61  0.152
H: -1.24 0.45 3.04  -0.007
H: -2.80 0.83 2.54  0.111
H: -0.25 -1.28 2.21  0.203
H: 0.75 -3.31 1.99  -0.030
H: 1.75 -5.26 0.69  0.099
H: 0.34 -5.74 -2.76  0.194
H: 2.27 -6.85 -3.85  0.132
H: 2.92 -7.88 -2.78  -0.050
H: 1.42 -7.96 -2.95  0.057

Results
energy above the lowest of the compared OMol25 structures with the same formula, charge and spin	428.11	kcal/mol
LUMO energy	0.328	eV
orbital gap	7.7	eV
highest occupied orbital energy	-7.362	eV
largest force on an atom	0.351	hartree/bohr
calculated total energy	-1732.92485	Ha



No. 6
Here is the molecule C5H10N2S at a distorted geometry from the Open Molecules 2025 dataset. Energies are from ωB97M-V/def2-TZVPD.

Each line ends with the Löwdin charge.
Element x y z (Å)
H: -1.94 -1.70 0.91  0.023
N: -0.98 -1.84 0.56  0.109
C: -0.61 -0.63 0.27  -0.466
C: -1.57 0.57 0.29  -0.528
S: -3.24 0.20 -0.26  0.712
N: 0.69 -0.37 -0.20  -0.154
C: 1.61 -1.49 -0.26  -0.073
C: 1.16 0.93 -0.44  -0.220
C: 1.17 1.93 0.42  0.021
H: -1.73 0.91 1.33  0.082
H: -1.21 1.45 -0.30  0.063
H: -2.89 -0.37 -1.42  -0.124
H: 1.18 -2.24 -1.02  0.110
H: 1.84 -1.95 0.72  0.087
H: 2.59 -1.13 -0.68  0.093
H: 1.65 0.98 -1.43  0.124
H: 0.90 1.81 1.45  0.064
H: 1.39 2.95 0.04  0.076

Results
energy above the lowest of the compared OMol25 structures with the same formula, charge and spin	39.64	kcal/mol
LUMO energy	0.806	eV
orbital gap	9.4	eV
highest occupied orbital energy	-8.573	eV
largest force on an atom	0.046	hartree/bohr
SMILES	[H]/N=C(\CS)N(C)C=C
calculated total energy	-704.16063	Ha



No. 7
Here is a structure of composition C35H52AsP3SYb at a distorted geometry from the Open Molecules 2025 dataset. Energies are from ωB97M-V/def2-TZVPD.

Each line ends with the Löwdin charge.
Element x y z (Å)
Yb: -0.27 -0.49 0.17  0.764
P: 1.95 1.18 1.08  0.721
P: -1.99 1.76 0.16  0.711
P: 0.55 0.84 -2.29  0.728
H: -1.03 -2.80 -0.61  0.084
C: -0.21 -2.41 -1.24  -0.148
C: 1.07 -2.31 -0.75  -0.131
H: 1.33 -2.70 0.24  0.063
C: 2.47 0.76 2.78  -0.280
C: 1.97 3.03 1.16  -0.256
C: 3.53 0.80 0.19  -0.268
C: -3.54 1.13 -0.63  -0.263
C: -2.56 2.23 1.84  -0.269
C: -1.75 3.42 -0.60  -0.260
C: 1.70 -0.17 -3.31  -0.287
C: 1.27 2.51 -2.55  -0.249
C: -0.93 0.88 -3.40  -0.288
H: -0.50 -2.20 -2.28  0.064
H: 1.93 -2.05 -1.36  0.066
H: 2.56 -0.33 2.88  0.034
H: 1.72 1.12 3.49  0.023
H: 3.44 1.21 3.03  0.066
H: 1.14 3.35 1.80  0.039
H: 1.85 3.47 0.17  0.025
H: 2.91 3.40 1.60  0.065
H: 3.67 -0.30 0.21  0.043
H: 4.38 1.27 0.70  0.063
H: 3.50 1.14 -0.86  0.017
H: -4.36 1.86 -0.52  0.066
H: -3.84 0.19 -0.14  0.022
H: -3.37 0.94 -1.69  0.025
H: -3.39 2.95 1.82  0.069
H: -1.71 2.68 2.37  0.038
H: -2.88 1.33 2.39  0.014
H: -2.61 4.08 -0.40  0.067
H: -1.60 3.36 -1.69  0.025
H: -0.85 3.88 -0.14  0.040
H: 1.79 0.27 -4.31  0.044
H: 1.31 -1.20 -3.38  0.017
H: 2.68 -0.19 -2.81  0.046
H: 1.31 2.69 -3.63  0.063
H: 2.29 2.53 -2.13  0.038
H: 0.65 3.27 -2.06  0.027
H: -0.59 1.11 -4.42  0.029
H: -1.65 1.63 -3.06  0.023
H: -1.41 -0.11 -3.39  0.031
C: -0.60 -2.72 -7.04  -0.559
C: -1.77 -2.97 -7.78  -0.046
C: -2.03 -4.24 -8.29  0.005
C: -1.11 -5.28 -8.08  0.038
C: 0.07 -5.03 -7.37  -0.001
C: 0.33 -3.76 -6.85  -0.059
S: -0.27 -1.17 -6.33  1.026
H: -1.40 -0.52 -6.73  -0.034
H: -2.47 -2.15 -7.93  0.121
H: -2.95 -4.43 -8.85  0.140
H: -1.31 -6.28 -8.48  0.147
H: 0.79 -5.84 -7.21  0.137
H: 1.24 -3.56 -6.30  0.121
C: -2.66 1.35 6.66  -0.048
C: -1.64 1.92 5.90  -0.058
C: -1.11 1.24 4.80  -0.151
C: -1.61 -0.03 4.47  -0.414
C: -2.63 -0.61 5.23  -0.078
C: -3.16 0.09 6.32  -0.044
As: -0.87 -0.98 2.93  1.249
C: 0.51 -2.03 3.88  -0.395
C: 1.16 -3.09 3.22  -0.153
C: 2.25 -3.71 3.83  -0.065
C: 2.73 -3.25 5.06  -0.051
C: 2.14 -2.13 5.67  -0.045
C: 1.03 -1.52 5.08  -0.101
C: -2.36 -2.23 2.66  -0.428
C: -2.23 -3.59 2.96  -0.100
C: -3.33 -4.44 2.84  -0.048
C: -4.56 -3.94 2.39  -0.053
C: -4.67 -2.60 2.02  -0.064
C: -3.58 -1.73 2.14  -0.136
H: -3.07 1.89 7.51  0.121
H: -1.24 2.91 6.16  0.116
H: -0.31 1.69 4.20  0.080
H: -3.02 -1.59 4.96  0.106
H: -3.96 -0.36 6.90  0.119
H: 0.82 -3.41 2.23  0.077
H: 2.74 -4.54 3.33  0.114
H: 3.58 -3.74 5.53  0.120
H: 2.54 -1.73 6.59  0.120
H: 0.59 -0.64 5.53  0.098
H: -1.27 -3.98 3.29  0.090
H: -3.24 -5.49 3.11  0.118
H: -5.42 -4.60 2.31  0.120
H: -5.63 -2.21 1.64  0.118
H: -3.66 -0.68 1.85  0.068

Results
energy above the lowest of the compared OMol25 structures with the same formula, charge and spin	0.00	kcal/mol
charge	+3
LUMO energy (spin up / spin down)	-8.143 / -11.383	eV
2S+1	2
orbital gap (spin up / spin down)	7.0 / 3.7	eV
highest occupied orbital energy (spin up / spin down)	-15.108 / -15.108	eV
largest force on an atom	0.048	hartree/bohr
calculated total energy	-6180.63357	Ha